Below is a molecular structure, C39H43Cl3N7O2V at a distorted geometry, with properties calculated with ωB97M-V/def2-TZVPD.

Element x y z (Å)
1 O 2.53 2.49 -1.90
2 V 2.20 0.95 -1.71
3 C -0.19 0.03 1.54
4 C -0.45 1.02 0.40
5 C -1.06 2.33 0.90
6 O 0.50 1.12 -0.58
7 H 0.05 -0.95 1.10
8 H -1.09 -0.09 2.14
9 H 0.60 0.36 2.23
10 H -1.34 0.50 -0.05
11 H -0.35 2.82 1.57
12 H -1.94 2.10 1.50
13 H -1.32 3.00 0.08
14 N 3.53 0.63 -0.01
15 C 4.82 0.98 -0.07
16 C 5.73 0.63 0.89
17 C 5.28 0.05 2.07
18 C 3.94 -0.29 2.16
19 C 3.13 -0.06 1.06
20 H 5.13 1.58 -0.92
21 H 6.78 0.91 0.86
22 H 5.92 -0.22 2.90
23 H 3.56 -0.79 3.04
24 H 2.10 -0.39 1.08
25 N -4.56 -3.02 -2.52
26 C -4.31 -3.78 -1.46
27 C -3.38 -3.44 -0.49
28 C -2.74 -2.21 -0.60
29 C -3.04 -1.40 -1.67
30 C -3.92 -1.87 -2.63
31 H -4.79 -4.75 -1.39
32 H -3.13 -4.11 0.33
33 H -1.98 -1.99 0.14
34 H -2.55 -0.44 -1.82
35 H -4.14 -1.24 -3.49
36 N -6.54 -1.17 2.50
37 C -6.37 -0.62 3.69
38 C -5.25 0.12 4.05
39 C -4.23 0.21 3.14
40 C -4.39 -0.33 1.87
41 C -5.56 -1.04 1.61
42 H -7.20 -0.77 4.38
43 H -5.24 0.53 5.05
44 H -3.33 0.78 3.35
45 H -3.54 -0.31 1.20
46 H -5.66 -1.60 0.69
47 N 1.85 -1.32 -1.86
48 C 0.60 -1.77 -1.91
49 C 0.32 -3.12 -1.86
50 C 1.33 -4.05 -1.68
51 C 2.62 -3.56 -1.48
52 C 2.84 -2.21 -1.63
53 H -0.25 -1.09 -1.86
54 H -0.69 -3.46 -2.02
55 H 1.12 -5.11 -1.70
56 H 3.39 -4.27 -1.26
57 H 3.82 -1.74 -1.65
58 N 2.60 -4.30 1.85
59 C 1.44 -3.66 2.00
60 C 1.13 -2.94 3.14
61 C 2.12 -2.74 4.09
62 C 3.37 -3.32 3.90
63 C 3.55 -4.09 2.76
64 H 0.68 -3.85 1.26
65 H 0.22 -2.35 3.22
66 H 1.86 -2.13 4.94
67 H 4.12 -3.21 4.67
68 H 4.52 -4.53 2.57
69 N 3.63 4.39 0.20
70 C 3.90 5.59 -0.29
71 C 3.03 6.67 -0.19
72 C 1.82 6.46 0.45
73 C 1.55 5.22 0.99
74 C 2.50 4.21 0.88
75 H 4.79 5.72 -0.89
76 H 3.32 7.64 -0.55
77 H 1.12 7.29 0.47
78 H 0.61 5.07 1.50
79 H 2.36 3.24 1.35
80 N 0.91 0.93 -3.52
81 C 1.04 0.17 -4.61
82 C 0.17 0.18 -5.69
83 C -0.95 1.00 -5.62
84 C -1.11 1.78 -4.49
85 C -0.11 1.79 -3.53
86 H 1.89 -0.50 -4.67
87 H 0.35 -0.54 -6.47
88 H -1.66 0.90 -6.43
89 H -1.90 2.50 -4.38
90 H -0.19 2.51 -2.73
91 C -4.35 1.98 -0.67
92 Cl -5.94 1.42 -1.09
93 Cl -4.38 3.26 0.56
94 Cl -3.42 2.53 -2.08
95 H -3.79 1.18 -0.21

Frontier orbital gap (alpha / beta)   7.87 / 8.18 eV
Highest occupied orbital energy (alpha / beta)   -0.4161 / -0.4171 Eh
LUMO level (alpha / beta)   -0.1271 / -0.1163 Eh
Energy relative to the best compared isomer or geometry (same formula, charge and spin)   0.0 kcal per mole
Total charge   +1
Multiplicity   2

Atom charges from the Mulliken analysis, given in e for atoms 1 to 2: atom 1 (O): -0.673, atom 2 (V): 0.845

---

Below is C14H12O5 in the gas phase at a distorted geometry, with properties calculated with ωB97M-V/def2-TZVPD.

Element x y z (Å)
1 C 3.93 -0.38 -0.64
2 C 3.13 -1.68 -0.58
3 C 1.84 -1.59 -1.39
4 C 0.77 -0.83 -0.64
5 C -0.33 -0.26 -1.31
6 C -1.41 0.35 -0.65
7 C -1.31 0.48 0.78
8 C -0.18 -0.06 1.47
9 O -0.12 0.07 2.81
10 C 0.82 -0.72 0.77
11 C 1.83 -1.37 1.44
12 O 2.80 -2.09 0.77
13 C -2.40 1.20 1.48
14 O -2.43 1.30 2.85
15 C -3.43 1.80 0.84
16 C -3.52 1.66 -0.60
17 O -4.47 2.16 -1.20
18 C -2.51 0.91 -1.32
19 O -2.58 0.92 -2.68
20 H 3.36 0.40 -0.19
21 H 4.11 -0.12 -1.70
22 H 4.85 -0.52 -0.10
23 H 3.70 -2.47 -1.01
24 H 1.48 -2.58 -1.63
25 H 2.06 -1.01 -2.31
26 H -0.29 -0.42 -2.38
27 H -0.91 0.53 3.09
28 H 1.81 -1.42 2.54
29 H -3.08 1.97 3.09
30 H -4.25 2.27 1.37
31 H -3.27 1.52 -2.98

Frontier orbital gap   5.99 eV
SMILES   C[C@@H]1Cc2cc3c(c(O)c2=CO1)C(O)=CC(=O)C=3O
Highest occupied orbital energy   -0.2572 Eh
LUMO level   -0.0372 Eh
Energy relative to the best compared isomer or geometry (same formula, charge and spin)   46.1 kcal per mole
Multiplicity   1

Atom charges from the Mulliken analysis, given in e for atoms 1 to 2: atom 1 (C): -1.294, atom 2 (C): 0.124

---

Below is a molecular structure, C7H10N2O5P at a distorted geometry, with properties calculated with ωB97M-V/def2-TZVPD.

Element x y z (Å)
1 C 1.52 -1.28 0.29
2 C 1.40 0.03 0.77
3 C -0.59 -0.51 0.08
4 C -2.07 -0.57 -0.08
5 C -4.70 0.71 -0.88
6 C 3.91 1.28 1.25
7 C -4.25 0.15 0.53
8 N 0.23 -1.57 -0.25
9 N 0.13 0.47 0.59
10 O 3.61 0.27 -1.37
11 O 5.83 1.17 -0.63
12 O -2.55 -1.43 -0.82
13 O 4.93 -1.09 0.44
14 O -2.77 0.27 0.68
15 P 4.71 0.31 -0.08
16 H 2.21 -1.99 -0.13
17 H -4.25 -0.03 -1.63
18 H -5.79 0.58 -0.80
19 H -4.22 1.68 -1.02
20 H 3.52 2.24 1.25
21 H 4.20 0.92 2.31
22 H -4.68 -0.81 0.68
23 H -4.57 0.91 1.33
24 H -0.04 -2.44 -0.71
25 H 4.27 0.73 -1.83

Frontier orbital gap (alpha / beta)   7.49 / 8.19 eV
Highest occupied orbital energy (alpha / beta)   -0.1759 / -0.2011 Eh
LUMO level (alpha / beta)   0.0992 / 0.0998 Eh
Energy relative to the best compared isomer or geometry (same formula, charge and spin)   87.3 kcal per mole
Total charge   -1
Multiplicity   1

Atom charges from the Mulliken analysis, given in e for atoms 1 to 2: atom 1 (C): -0.264, atom 2 (C): -0.047

---

Below is a molecular structure, C41H33BF4LaN19O2SeSi at a distorted geometry, with properties calculated with ωB97M-V/def2-TZVPD.

Element x y z (Å)
1 La -0.03 -0.22 0.70
2 C 2.74 2.92 -2.02
3 C 2.06 1.70 -1.72
4 N 1.44 1.86 -0.55
5 N 1.70 3.11 -0.09
6 C 2.50 3.79 -0.97
7 B 1.37 3.61 1.26
8 N 1.66 2.63 2.39
9 C 2.31 2.95 3.52
10 C 2.72 1.79 4.16
11 C 2.26 0.81 3.30
12 N 1.60 1.29 2.27
13 N -0.20 3.82 1.44
14 C -1.08 3.68 0.52
15 C -2.41 3.87 1.15
16 C -1.94 4.06 2.58
17 N -0.68 4.14 2.66
18 N 2.03 5.00 1.54
19 C 3.27 5.45 1.71
20 C 3.23 6.83 1.85
21 C 1.88 7.13 1.59
22 N 1.18 6.02 1.43
23 H 3.43 3.12 -2.89
24 H 1.81 0.89 -2.32
25 H 2.73 4.82 -0.85
26 H 2.38 3.96 3.77
27 H 3.22 1.75 5.14
28 H 2.44 -0.27 3.37
29 H -0.92 3.31 -0.45
30 H -2.81 4.77 0.70
31 H -2.54 4.27 3.49
32 H 4.10 4.71 1.76
33 H 4.10 7.48 1.97
34 H 1.35 8.13 1.54
35 O -3.42 2.85 0.96
36 C -3.08 1.58 1.18
37 O -1.93 1.34 1.60
38 C -4.17 0.61 1.01
39 C -5.44 1.04 0.73
40 C -6.42 0.07 0.48
41 C -6.06 -1.24 0.54
42 C -4.80 -1.55 1.12
43 N -3.86 -0.64 1.32
44 H -5.67 2.04 0.44
45 H -7.33 0.48 0.08
46 H -6.65 -2.12 0.16
47 H -4.48 -2.53 1.21
48 N -0.89 0.45 4.24
49 C -0.82 -0.87 4.13
50 N -0.76 -1.51 5.30
51 C -0.80 -2.87 5.14
52 N -0.93 -3.45 6.35
53 N -0.84 -3.58 4.02
54 C -0.83 -2.77 2.93
55 N -0.81 -1.44 2.87
56 C -0.84 -3.48 1.62
57 C -0.68 -4.84 1.58
58 C -0.97 -5.42 0.29
59 C -1.44 -4.66 -0.71
60 C -1.55 -3.25 -0.51
61 N -1.20 -2.69 0.60
62 H -0.83 0.82 5.17
63 H -1.21 1.04 3.52
64 H -0.93 -2.91 7.16
65 H -1.13 -4.50 6.45
66 H -0.34 -5.39 2.49
67 H -0.88 -6.50 0.28
68 H -1.61 -5.05 -1.72
69 H -1.82 -2.54 -1.30
70 F 0.70 1.76 -5.14
71 C 0.20 0.53 -5.26
72 C 0.84 -0.32 -6.12
73 F 1.76 0.24 -6.94
74 C 0.34 -1.68 -6.32
75 C -0.77 -2.01 -5.55
76 C -1.42 -1.08 -4.73
77 F -2.47 -1.58 -4.03
78 C -0.86 0.17 -4.42
79 C -1.32 1.00 -3.31
80 C -1.75 0.49 -2.10
81 N -1.85 0.19 -0.99
82 C -1.24 2.43 -3.34
83 N -1.10 3.58 -3.17
84 F -1.29 -3.24 -5.47
85 C 0.98 -2.69 -7.14
86 C 2.17 -2.33 -7.87
87 N 3.13 -2.20 -8.46
88 C 0.62 -4.04 -7.24
89 N 0.25 -5.13 -7.47
90 C 4.39 -2.54 -1.49
91 Si 2.65 -2.84 -0.91
92 C 2.69 -2.43 0.99
93 C 2.16 -4.67 -1.27
94 Se 1.09 -1.60 -1.82
95 H 5.12 -2.94 -0.82
96 H 4.56 -1.48 -1.83
97 H 4.46 -3.06 -2.43
98 H 3.30 -3.15 1.51
99 H 1.66 -2.66 1.33
100 H 3.06 -1.37 1.09
101 H 3.11 -5.20 -1.19
102 H 1.81 -4.78 -2.30
103 H 1.52 -5.11 -0.51

Frontier orbital gap (alpha / beta)   5.34 / 5.80 eV
Highest occupied orbital energy (alpha / beta)   -0.3506 / -0.3675 Eh
LUMO level (alpha / beta)   -0.1542 / -0.1543 Eh
Energy relative to the best compared isomer or geometry (same formula, charge and spin)   52.9 kcal per mole
Total charge   +1
Multiplicity   2

Atom charges from the Mulliken analysis, given in e for atoms 1 to 2: atom 1 (La): 1.580, atom 2 (C): -1.448

---

Below is C27H28N2O6 in the gas phase, with properties calculated with ωB97M-V/def2-TZVPD.

Element x y z (Å)
1 C -5.58 -1.86 -2.66
2 C -4.62 -2.35 -1.57
3 C -4.50 -1.33 -0.48
4 C -5.35 -1.35 0.62
5 C -5.24 -0.38 1.60
6 C -4.30 0.62 1.50
7 C -3.45 0.65 0.40
8 O -2.52 1.67 0.39
9 C -1.73 1.85 -0.76
10 C -0.67 0.78 -0.98
11 O -0.14 0.64 -2.07
12 N -0.40 0.05 0.12
13 C 0.34 -1.14 0.25
14 C -0.21 -2.13 1.07
15 C 0.45 -3.32 1.29
16 C 1.68 -3.55 0.69
17 C 2.42 -4.82 0.87
18 O 3.42 -5.13 0.28
19 O 1.85 -5.62 1.79
20 C 2.25 -2.57 -0.12
21 C 1.60 -1.36 -0.35
22 N 2.18 -0.35 -1.11
23 C 3.50 -0.06 -1.19
24 O 4.41 -0.72 -0.72
25 C 3.75 1.26 -1.93
26 O 2.71 2.19 -1.80
27 C 2.41 2.67 -0.56
28 C 3.04 2.29 0.62
29 C 2.65 2.86 1.81
30 C 1.63 3.80 1.86
31 C 0.99 4.19 0.69
32 C -0.11 5.22 0.72
33 C -1.26 4.84 1.66
34 C 1.38 3.61 -0.51
35 C -3.55 -0.32 -0.59
36 H -6.56 -1.66 -2.24
37 H -5.67 -2.60 -3.45
38 H -5.21 -0.93 -3.10
39 H -3.64 -2.55 -2.01
40 H -5.01 -3.29 -1.16
41 H -6.09 -2.13 0.71
42 H -5.90 -0.40 2.46
43 H -4.20 1.38 2.25
44 H -2.34 1.93 -1.66
45 H -1.20 2.80 -0.61
46 H -0.99 0.25 0.92
47 H -1.17 -1.95 1.53
48 H 0.01 -4.08 1.92
49 H 2.38 -6.44 1.87
50 H 3.22 -2.74 -0.56
51 H 1.54 0.25 -1.62
52 H 3.82 1.05 -3.00
53 H 4.71 1.67 -1.59
54 H 3.84 1.57 0.62
55 H 3.15 2.57 2.72
56 H 1.35 4.24 2.80
57 H -0.50 5.38 -0.29
58 H 0.32 6.17 1.06
59 H -0.91 4.76 2.69
60 H -1.70 3.89 1.37
61 H -2.04 5.60 1.62
62 H 0.92 3.90 -1.44
63 H -2.89 -0.32 -1.44

Frontier orbital gap   8.91 eV
SMILES   CCc1cccc(OCC(=O)Nc2ccc(C(=O)O)cc2NC(=O)COc2cccc(CC)c2)c1
Highest occupied orbital energy   -0.3156 Eh
LUMO level   0.0117 Eh
Energy relative to the best compared isomer or geometry (same formula, charge and spin)   4.8 kcal per mole
Multiplicity   1

Atom charges from the Mulliken analysis, given in e for atoms 1 to 2: atom 1 (C): -1.119, atom 2 (C): -0.984

---

Below is a gas-phase ion, C2H3O3 (charge -1) at a distorted geometry, with properties calculated with ωB97M-V/def2-TZVPD.

Element x y z (Å)
1 C 1.02 0.13 -0.02
2 O -0.20 0.84 0.13
3 C -1.32 -0.07 0.00
4 O -2.43 0.53 -0.01
5 O -1.10 -1.25 0.09
6 H 1.73 0.84 -0.51
7 H 0.78 -0.83 -0.52
8 H 1.52 -0.20 0.84

Frontier orbital gap   8.27 eV
SMILES   COC(=O)[O-]
Highest occupied orbital energy   -0.1430 Eh
LUMO level   0.1609 Eh
Energy relative to the best compared isomer or geometry (same formula, charge and spin)   3.0 kcal per mole
Total charge   -1
Multiplicity   1

Atom charges from the Mulliken analysis, given in e for atoms 1 to 2: atom 1 (C): -0.641, atom 2 (O): -0.344